Here is a molecular structure, C23H25AsBr2N2O5Pd from OMol25. Energies are from wB97M-V/def2-TZVPD.

Each line ends with the Mulliken charge.
CARTESIAN COORDINATES (ANGSTROEM)
Br 2.979633 -3.438670 0.116120  -0.222
C -3.970265 -1.697159 4.254964  -0.331
C -0.890743 -2.324957 -1.585767  -0.327
C -1.725361 -0.041251 -3.381060  -0.774
O -2.326167 1.699011 0.782585  -0.678
H 3.643104 4.463519 0.034997  0.402
C 2.154831 2.943256 0.436325  0.543
C -2.545251 0.141150 2.647338  0.752
Pd -0.663886 0.530702 0.267240  -0.323
C -3.130398 -0.011642 -2.780594  -1.014
C 3.439252 -1.590451 0.104854  -0.095
H -0.149476 -3.265790 -3.403819  0.277
H -4.439740 -2.721313 2.447005  0.367
O -3.975004 -1.205794 6.934202  -0.725
N 1.892498 1.662002 0.531353  -0.007
H -1.878879 -2.909002 -3.435094  0.237
Br 6.941654 0.497199 -0.690578  -0.326
C -2.587138 0.285928 4.005830  -0.519
O 1.217759 -0.961776 0.618605  -0.716
C -3.285151 -0.612063 4.838353  -0.414
H 5.449346 2.828022 -0.364696  0.301
H -1.190111 1.833911 2.482682  0.208
H -2.083790 1.126525 4.468210  0.470
H -3.875617 0.335559 -3.502585  0.409
H -1.788477 -2.291021 -0.964529  0.265
H -3.157032 0.638575 -1.902833  0.210
H -4.513473 -2.372636 4.902041  0.416
H 5.476475 -2.012224 -0.392240  0.386
C 1.218726 -0.682268 -2.971255  -0.708
C 4.749013 -1.235246 -0.198683  -0.438
C -3.933164 -1.881302 2.908541  -0.611
C 1.875732 0.662862 -3.267282  -1.038
H 1.181861 4.495416 1.573656  0.311
H 1.241566 1.280930 -3.909248  0.335
H 2.041979 1.217190 -2.341403  0.101
C 3.449295 3.399183 0.110516  -0.631
H -0.081450 -2.662584 -0.935023  0.278
C 4.449881 2.496609 -0.112990  -0.972
C 2.404217 -0.659289 0.374266  0.171
C -1.842771 1.194329 1.859542  0.076
H 2.841438 0.541250 -3.765825  0.362
H -1.275088 -4.262231 -2.482860  0.434
H 0.898150 4.582163 -0.166469  0.349
N -3.330639 -0.413913 6.225828  0.963
As -0.446798 -0.449094 -1.938886  1.023
C 1.014406 3.894844 0.675710  -1.125
C -3.196186 -1.008197 2.007683  0.133
C 4.182648 1.112623 -0.029278  1.367
H 1.030288 -1.243419 -3.890474  0.523
H -1.641266 -0.761362 -4.199816  0.400
O -2.731633 0.547602 6.727503  -0.706
H 0.092734 3.322892 0.784219  0.083
O -3.118157 -1.258905 0.792545  -0.628
C 5.121115 0.082066 -0.262304  0.019
C -1.056312 -3.236734 -2.794311  -1.251
H -3.427657 -1.003400 -2.434176  0.211
H -1.450552 0.941542 -3.772948  0.420
H 1.867571 -1.290217 -2.334663  0.273
C 2.852458 0.747048 0.298973  -0.497

Forces on atoms 1 to 6 (eV/Å):
0.010 0.037 -0.003
0.002 0.009 0.046
0.004 -0.020 -0.012
-0.011 0.010 0.053
-0.035 -0.003 0.007
-0.012 0.000 0.005

Properties
* spin multiplicity: 1
* frontier orbital gap: 5.16 eV
* charge: -2
* energy above the lowest of the compared OMol25 structures with the same formula, charge and spin: 0.0 kcal per mole
* molar mass: 750.61 g mol⁻¹
* total energy: -8888.82019 Ha

---

Here is 4 unconnected molecules or ions with the total composition C23H25BF25I2N4O7S at a distorted geometry from OMol25. Energies are from wB97M-V/def2-TZVPD.

Each line ends with the Mulliken charge.
CARTESIAN COORDINATES (ANGSTROEM)
N -0.245921 2.310910 -4.169237  0.520
H -3.728389 -2.724038 -0.782573  0.230
C 0.016479 2.131886 -2.862637  0.081
O -0.483979 -4.915825 -1.615097  -0.472
C -0.535783 1.607275 -0.553030  -1.055
F 2.205359 1.082478 5.563256  -0.246
C -3.538962 -3.155195 -1.769410  0.123
C 0.258275 0.323520 -0.378629  0.357
C 3.363266 0.703896 6.155900  0.203
F -1.813694 -1.675213 -2.114326  -0.215
F 2.170693 3.189437 4.017064  -0.219
F -0.932000 -2.662242 4.690731  -0.291
F -1.866579 -3.430147 -3.414524  -0.294
F -3.933290 -4.436500 -1.786591  -0.230
O 4.471157 0.573825 4.047142  -0.391
O 4.179499 1.737236 -3.072653  -0.477
C 4.536067 1.157891 5.284719  0.714
F -2.077558 -5.943904 -0.399719  -0.278
H -1.351374 -3.679088 -0.180332  0.600
N 0.976185 2.528213 -4.787405  0.121
O -1.104233 -0.588372 6.452460  -0.434
C -2.243920 3.344676 -4.994148  0.712
H 1.069412 0.449128 0.319780  -0.290
H -2.543486 -2.014212 8.209624  0.244
C 2.870374 1.584791 2.411869  1.127
H -1.845951 1.781626 -2.226383  0.303
H -0.628725 -7.123206 -3.125238  0.254
C -0.915252 -1.459230 4.086427  0.924
N 1.339460 2.253098 -2.618849  -0.342
C -3.574944 3.399364 -5.647053  -1.286
H 3.377135 -0.379978 6.282926  0.311
C -1.018032 -3.670096 -1.217146  -0.739
H 4.980674 2.140220 -2.724892  0.318
F -3.090777 0.367609 5.983169  -0.301
F 3.442992 1.302265 7.357951  -0.261
F -4.328909 -1.208625 7.795668  -0.260
C -1.063206 -6.107179 -1.262543  0.758
C -2.118409 -1.330648 3.149070  0.216
C -0.687887 -0.346850 5.122671  -0.473
F 0.175811 -1.430588 3.261726  -0.258
H -3.404176 3.517980 -6.716559  0.307
C -2.366029 -0.299704 6.898140  0.772
H 4.719728 0.662486 2.088367  0.436
C 2.263537 2.958414 2.701404  -0.022
I -1.484388 5.204118 -4.403115  0.159
F -0.119741 -6.844968 -0.642197  -0.304
F -3.279040 -1.359567 3.822804  -0.248
H 0.633955 -0.038599 -1.330763  0.307
C -1.494778 -6.902693 -2.498668  0.182
H -4.155175 2.503435 -5.471326  0.407
F -2.395682 -6.199303 -3.213589  -0.220
F -2.109911 -2.377949 2.287110  -0.196
H 2.209830 0.718066 -7.082361  0.355
B 3.518564 2.637203 -3.837449  0.584
C 1.199078 1.105032 -7.112192  -0.825
O 2.467651 3.375783 -6.620520  -0.623
O 4.193486 3.564903 -4.537678  -0.497
F 2.859950 1.488940 1.042277  -0.346
H -0.164934 -2.995373 -1.256446  0.236
O 0.041890 3.420869 -6.947857  -0.536
S 1.204321 2.746890 -6.473763  1.090
H 0.815793 1.197192 -8.119002  0.406
F -3.209626 -2.446473 6.379177  -0.212
F -0.586251 -0.662683 0.115813  -0.311
H -1.470508 1.461039 -0.027437  0.482
H 0.537575 0.501765 -6.502380  0.201
H 3.669646 4.274040 -4.918038  0.331
H 0.392128 -0.265502 5.202365  0.079
F 5.661156 0.719795 5.880111  -0.300
F -2.238638 0.508466 7.971194  -0.299
C 4.314107 1.313914 2.861627  -0.950
F -4.268090 -2.473312 -2.689494  -0.257
C -3.092609 -1.558111 7.384134  0.208
H -0.014166 2.445893 -0.109428  0.439
H -2.054349 -0.404996 2.569867  0.124
F 2.058251 0.613424 2.874580  -0.172
H 4.920737 2.219635 2.852989  0.329
F 1.005001 2.978295 2.176620  -0.218
F -2.069018 -8.052232 -2.093823  -0.255
C -1.523864 2.247382 -4.764847  -1.216
H -1.035816 0.619553 4.756025  0.441
C -2.060911 -3.023248 -2.141910  0.925
F 4.603164 2.499888 5.215204  -0.284
H 2.850267 3.749812 2.228316  0.293
H -4.113986 4.281539 -5.331053  0.399
I -2.219065 0.327774 -5.222430  0.274
C 1.913393 2.485285 -3.786052  0.039
N -0.884036 1.867694 -1.947488  0.187

Forces on atoms 1 to 6 (eV/Å):
-0.468 -0.207 0.168
0.019 -0.025 0.010
0.517 0.154 -0.123
-0.333 0.053 -0.461
0.147 -0.345 0.005
-0.013 -0.049 0.134

Properties
* spin multiplicity: 1
* frontier orbital gap: 8.71 eV
* charge: +1
* energy above the lowest of the compared OMol25 structures with the same formula, charge and spin: 0.0 kcal per mole
* molar mass: 1241.11 g mol⁻¹
* total energy: -5152.06487 Ha

---

Here is a molecular structure, C23H25BN3O2S5TeY at a distorted geometry from OMol25. Energies are from wB97M-V/def2-TZVPD.

Each line ends with the Mulliken charge.
CARTESIAN COORDINATES (ANGSTROEM)
C -0.861014 -0.868231 -2.982411  -0.602
H 2.376587 2.592368 -3.332023  0.454
H -4.202722 -7.321348 0.223157  0.318
H 0.137004 -3.270957 -2.413573  0.272
C -3.211746 -5.370001 0.191955  -0.428
C 1.373464 -0.153183 -2.563530  -0.118
C 0.468292 -1.184278 -2.752824  0.631
H -1.569010 -1.661151 -3.148427  0.407
H -4.406043 -7.101464 2.817479  0.350
H 2.803869 1.914756 -1.762774  0.384
H -2.884088 1.003319 -4.331563  0.472
H 4.132578 -2.869142 1.030250  -0.168
O 5.345665 3.741791 2.451409  -0.667
C -0.369362 1.459569 -2.807787  -0.583
H 3.340728 -3.957479 -0.374103  -0.177
B 3.133721 -3.400822 0.658371  0.323
C -4.846423 4.106272 1.398862  0.605
S -3.067999 0.604004 -0.234943  -0.464
C 2.029992 -2.340260 0.458742  0.013
Te -1.857052 -2.580171 0.659150  0.327
H 1.524450 3.120858 -1.877117  0.319
H -0.694563 2.484264 -2.840871  0.420
H 4.428642 2.268773 0.682041  0.472
H -3.039364 -5.284468 -0.872562  0.335
C -2.727254 0.760025 -3.278650  -1.715
S -3.164033 4.334814 1.837380  -0.234
C 0.926529 -2.600201 -2.750183  -1.565
C 3.150755 2.857675 2.334507  1.326
C 3.445778 2.198828 1.137941  -1.293
C 1.969524 2.257938 -2.375976  -1.638
N 3.976583 4.316524 4.134215  -0.313
S -5.161324 2.626720 0.511769  -0.189
H -3.370061 -0.086040 -3.032639  0.354
H 4.740178 4.851311 4.529168  0.233
O -5.727148 4.911869 1.687699  -0.674
C -3.512592 2.081200 0.510601  0.078
H 2.779184 -4.194147 1.472980  -0.149
H 2.413810 -0.383579 -2.410891  0.214
C -2.832782 -4.401259 1.108311  -0.003
C 2.453045 1.447525 0.537158  -0.931
H -0.062626 1.829260 2.578189  0.390
H 2.636681 0.918109 -0.393624  1.192
H 1.572861 3.215294 3.799121  0.216
H 3.101483 4.312798 4.631490  0.164
C 1.871871 2.734909 2.878317  -0.768
Y -0.448464 0.040493 0.011342  -0.118
C -3.840685 -6.470937 0.785172  -0.437
N 1.209612 1.313549 1.043065  0.332
H 1.783203 -2.735290 -2.087969  0.209
S -3.274588 -4.905423 2.648667  -0.225
C 0.947604 1.958250 2.198799  -0.585
C -3.954884 -6.366104 2.165323  -0.517
S -0.948989 2.416097 1.171600  -0.205
H 1.225958 -2.909817 -3.752457  0.418
H -0.710496 -0.469444 1.979380  -0.137
N 1.202537 -1.545348 0.309281  -0.620
C -1.296044 0.447524 -3.008913  0.678
C 4.235091 3.661087 2.963880  0.192
C 0.968280 1.172036 -2.575254  1.040
H -3.061005 1.611873 -2.689919  0.351
C -2.603198 2.858864 1.114211  0.033

Forces on atoms 1 to 6 (eV/Å):
-0.032 -0.023 0.074
-0.022 0.038 -0.085
-0.048 -0.097 0.016
-0.046 0.030 0.098
0.107 0.238 0.122
0.029 0.071 0.102

Properties
* spin multiplicity: 1
* frontier orbital gap: 4.49 eV
* charge: -2
* molar mass: 763.13 g mol⁻¹
* total energy: -3528.37417 Ha